{
  "formula": "C36H99N11O16",
  "method": "ωB97M-V/def2-TZVPD",
  "total_charge": 0,
  "homo_lumo_gap_ev": 8.547,
  "energy_ev": -88074.9427,
  "de_lowest_kcal_mol": 241.4,
  "species": ["C", "O", "C", "C", "N", "C", "C", "O", "C", "H", "H", "H", "H", "H", "H", "H", "H", "H", "H", "H", "H", "H", "H", "H", "C", "O", "C", "C", "N", "C", "C", "O", "C", "H", "H", "H", "H", "H", "H", "H", "H", "H", "H", "H", "H", "H", "H", "H", "C", "O", "C", "C", "N", "C", "C", "O", "C", "H", "H", "H", "H", "H", "H", "H", "H", "H", "H", "H", "H", "H", "H", "H", "C", "O", "C", "C", "N", "C", "C", "O", "C", "H", "H", "H", "H", "H", "H", "H", "H", "H", "H", "H", "H", "H", "H", "H", "C", "O", "C", "C", "N", "C", "C", "O", "C", "H", "H", "H", "H", "H", "H", "H", "H", "H", "H", "H", "H", "H", "H", "H", "N", "C", "N", "O", "H", "H", "H", "H", "N", "C", "N", "O", "H", "H", "H", "H", "N", "C", "N", "O", "H", "H", "H", "H", "C", "O", "H", "H", "H", "H", "C", "O", "H", "H", "H", "H", "C", "O", "H", "H", "H", "H"],
  "coordinates": [[-32.21414, -11.24300, -27.67662], [-32.66949, -12.57140, -27.96782], [-31.96563, -13.57383, -27.23033], [-32.49113, -14.90773, -27.65303], [-32.30073, -14.88239, -29.14272], [-32.93299, -15.89965, -30.02741], [-32.12893, -17.20210, -29.85074], [-32.78199, -18.20609, -30.60728], [-32.07388, -19.50302, -30.64320], [-32.75729, -10.54569, -28.31447], [-31.16894, -11.11780, -27.95942], [-32.22837, -10.84150, -26.66336], [-32.34621, -13.42984, -26.21913], [-30.87722, -13.56184, -27.28814], [-33.57527, -14.92910, -27.54212], [-31.86465, -15.63613, -27.13820], [-32.53895, -13.93771, -29.40909], [-32.84843, -15.63929, -31.08248], [-33.94401, -16.07374, -29.65914], [-31.88581, -17.34766, -28.79822], [-31.10695, -17.03327, -30.19007], [-31.12015, -19.37854, -31.15602], [-32.66357, -20.24616, -31.17994], [-31.67002, -19.89463, -29.70959], [-30.55064, 2.09032, -23.62323], [-29.51895, 2.26649, -24.62681], [-29.55380, 3.62006, -25.13963], [-28.40963, 3.87720, -26.13886], [-28.45696, 5.04937, -26.91838], [-29.63014, 5.26241, -27.77940], [-29.50428, 6.81101, -28.30741], [-30.68709, 7.10076, -29.09464], [-30.65368, 8.45156, -29.55235], [-31.42051, 2.73760, -23.73488], [-30.32078, 2.36163, -22.59287], [-30.87266, 1.05305, -23.71527], [-29.25127, 4.21261, -24.27623], [-30.53651, 3.98797, -25.43463], [-28.44393, 3.01142, -26.80019], [-27.46195, 3.88241, -25.60039], [-28.17798, 5.81420, -26.32064], [-30.42405, 5.27907, -27.03274], [-29.98188, 4.53944, -28.51540], [-28.61500, 6.81080, -28.93771], [-29.19512, 7.45977, -27.48789], [-31.62816, 8.84257, -29.84494], [-29.98471, 8.36168, -30.40820], [-30.27093, 9.13031, -28.79018], [-24.66943, -8.32438, -19.18158], [-23.64055, -9.26533, -18.71142], [-23.42565, -10.39040, -19.53192], [-22.27602, -11.21051, -18.80800], [-22.02183, -12.43456, -19.58498], [-21.06910, -13.40596, -19.00235], [-20.54972, -14.45181, -20.02865], [-21.30921, -14.47239, -21.12000], [-20.78507, -15.08854, -22.26138], [-25.01776, -8.45346, -20.20632], [-24.20838, -7.33681, -19.19675], [-25.49115, -8.21948, -18.47316], [-23.26163, -10.05713, -20.55668], [-24.40698, -10.85631, -19.62150], [-22.59697, -11.35108, -17.77586], [-21.44069, -10.51864, -18.70003], [-21.86010, -12.31389, -20.57462], [-21.44244, -14.11303, -18.26157], [-20.29701, -12.84044, -18.48065], [-20.45116, -15.44768, -19.59662], [-19.62522, -14.04247, -20.43589], [-19.96622, -14.54316, -22.73059], [-21.56102, -15.15050, -23.02437], [-20.36246, -16.08404, -22.12541], [-20.71799, -13.47111, -27.86224], [-21.95959, -12.74547, -27.62748], [-23.03396, -13.52944, -27.18607], [-24.35900, -12.72887, -27.41883], [-24.95799, -12.13517, -26.15021], [-25.92548, -13.06123, -25.34231], [-26.71775, -12.29579, -24.24395], [-27.74753, -13.13142, -23.78626], [-27.32718, -14.20338, -22.97628], [-19.97970, -12.69319, -28.05681], [-20.81971, -14.20551, -28.66125], [-20.53800, -13.93683, -26.89331], [-22.86950, -13.83831, -26.15377], [-22.98526, -14.36868, -27.87989], [-25.12866, -13.06796, -28.11219], [-23.99267, -11.78251, -27.81668], [-25.38003, -11.23617, -26.33399], [-25.43951, -13.92377, -24.88628], [-26.70072, -13.30045, -26.07023], [-27.16669, -11.45059, -24.76567], [-26.02940, -11.97771, -23.46096], [-28.17997, -14.65133, -22.46621], [-26.68190, -13.79055, -22.20087], [-26.88382, -15.07499, -23.45779], [-20.09101, -10.15683, -24.48540], [-20.54132, -8.78141, -24.68025], [-20.51581, -8.42110, -26.06026], [-21.93549, -8.34426, -26.74550], [-21.76203, -7.89806, -28.10285], [-22.98362, -7.31115, -28.66676], [-23.25406, -7.77067, -30.07464], [-24.13332, -6.90855, -30.70275], [-24.16234, -7.02387, -32.14289], [-20.82078, -10.90901, -24.78498], [-20.02960, -10.09330, -23.39899], [-19.10312, -10.38606, -24.88495], [-19.83110, -9.10297, -26.56455], [-20.01166, -7.45529, -26.02645], [-22.71036, -7.72149, -26.29849], [-22.19967, -9.38787, -26.57472], [-21.00053, -7.23510, -28.12923], [-22.81716, -6.24153, -28.79444], [-23.84305, -7.34386, -27.99713], [-23.82749, -8.69756, -30.06155], [-22.40860, -8.02236, -30.71492], [-24.96982, -6.51134, -32.66577], [-24.30452, -8.08648, -32.33977], [-23.23364, -6.65521, -32.57842], [-28.39441, -4.35668, -24.01898], [-28.43064, -5.63589, -24.29468], [-27.25691, -6.19556, -24.14180], [-29.46447, -6.24950, -24.37153], [-29.27089, -3.87440, -23.88010], [-27.46727, -3.98860, -23.86081], [-26.46805, -5.62469, -23.87363], [-27.32560, -7.19061, -24.30073], [-30.16783, -2.45392, -17.82867], [-29.06972, -2.99041, -18.39636], [-29.34614, -3.50372, -19.52942], [-27.95408, -2.89159, -17.95360], [-31.10222, -2.58868, -18.18762], [-30.14311, -1.81177, -17.04950], [-30.25128, -3.55877, -19.97420], [-28.51596, -3.71768, -20.06338], [-22.03353, -3.77360, -22.03891], [-22.14422, -5.06912, -22.20486], [-21.14611, -5.73270, -21.79201], [-23.11396, -5.53501, -22.73311], [-21.20934, -3.49477, -21.52600], [-22.70949, -3.18194, -22.50056], [-21.10436, -6.71944, -22.00347], [-20.41267, -5.31859, -21.23462], [-28.62232, -5.49543, -29.13585], [-28.45089, -4.06150, -29.35679], [-28.79717, -5.96823, -30.10227], [-27.74911, -5.90557, -28.62853], [-29.38373, -5.74354, -28.39639], [-28.82167, -3.60075, -28.60060], [-33.93518, -4.04492, -24.40043], [-32.95856, -4.20861, -23.42175], [-34.54133, -3.18369, -24.11943], [-33.52776, -3.77931, -25.37592], [-34.63175, -4.87721, -24.50144], [-32.61621, -5.07752, -23.64399], [-24.02615, -0.82230, -26.12703], [-25.01852, -1.81798, -25.99087], [-24.10724, -0.41377, -27.13432], [-23.99788, 0.05299, -25.47805], [-23.05349, -1.30468, -26.03042], [-24.76581, -2.63648, -26.42424]],
  "forces_ev_per_a": [[0.521, 0.168, -1.038], [0.826, 1.081, 0.434], [-1.589, 0.485, 1.089], [-0.020, 0.526, -2.910], [0.847, -0.541, -0.403], [1.267, -0.270, 2.081], [0.332, 0.843, -0.686], [0.813, -2.023, 0.972], [0.493, 1.487, -0.371], [-0.267, -0.225, 0.057], [0.283, -0.278, -0.225], [-0.661, -0.749, 0.483], [0.769, -0.031, 0.602], [0.038, 0.480, -0.224], [-0.075, -0.538, 1.056], [-0.591, -0.474, -0.114], [-0.105, -0.184, -0.310], [-0.403, 0.404, 0.220], [-0.451, -0.158, -0.593], [-1.002, -0.884, 0.477], [0.185, 0.125, -0.821], [-0.026, 0.274, -0.728], [-0.186, 0.316, 0.239], [-0.984, 0.173, 0.725], [-0.026, -0.091, -0.618], [-1.391, 0.925, 0.032], [1.424, 0.359, 1.744], [-0.659, -2.122, -0.051], [0.818, 0.033, -1.346], [-0.518, 3.681, 2.239], [-0.380, -3.429, -1.169], [0.501, 0.438, 2.003], [0.577, -0.672, -0.309], [-0.195, 0.030, -0.970], [1.115, -0.355, 0.100], [0.044, 0.077, 0.316], [-0.399, 0.594, 0.319], [-0.149, -0.560, -0.338], [0.404, -0.226, -0.191], [-0.035, -0.298, 0.031], [-0.555, 0.542, -0.525], [-0.968, 0.229, -0.514], [1.182, -0.099, -0.256], [0.065, 0.077, -0.513], [-1.043, 0.368, 0.305], [-0.109, -0.550, -0.059], [0.068, 1.031, -0.256], [0.228, 0.014, 0.028], [1.411, 0.214, 0.513], [-0.985, 1.594, -0.180], [-0.301, 0.077, 0.897], [-1.300, 0.477, -2.015], [0.014, -0.795, 1.426], [-0.639, -0.336, -0.207], [2.495, 1.941, 0.833], [-3.279, -0.452, -2.853], [0.193, -0.116, -0.641], [-0.027, -0.685, 0.055], [0.229, 0.049, 0.056], [-0.093, -0.613, -0.043], [0.974, -0.115, -0.257], [0.156, -1.114, 0.268], [-0.243, -0.716, -0.157], [0.487, 0.058, -0.308], [0.017, 0.247, 0.163], [-1.145, 0.792, 0.571], [0.679, -0.282, -0.223], [0.343, -0.023, 0.293], [1.223, -0.445, 0.725], [0.245, 0.607, 0.226], [-0.180, -0.014, 0.261], [-0.272, -0.319, 0.543], [-1.740, 1.004, 1.352], [1.168, 1.025, -0.636], [-0.766, -0.271, -1.340], [0.331, 2.332, 2.145], [0.036, -2.621, 1.299], [0.309, 2.436, -1.467], [1.111, -0.780, -1.428], [-0.580, -0.154, -0.048], [-0.233, 0.051, 0.858], [0.019, -0.315, -0.177], [0.056, 0.016, -0.071], [0.712, -0.481, -0.165], [-0.325, -0.110, 0.183], [-0.620, -0.774, 0.367], [0.231, -0.855, 0.064], [0.208, -0.196, -0.729], [-0.232, -0.205, -0.094], [0.283, 0.066, -0.510], [-0.078, -0.945, 0.123], [-0.208, 0.188, 0.474], [-0.149, 0.172, 0.319], [-0.351, 0.458, -0.053], [0.379, -0.320, 0.128], [0.481, 0.336, -0.558], [-0.726, 1.574, 1.528], [0.203, -1.610, -1.084], [-0.482, 1.409, 0.730], [1.802, -0.748, 1.068], [-0.546, -0.723, -0.358], [1.418, 1.343, -0.637], [-1.262, -2.120, -0.425], [-1.050, 2.518, -1.545], [0.334, -0.823, 0.955], [-0.101, 0.110, -0.198], [0.209, -0.985, 0.105], [0.020, 0.311, -0.291], [-0.377, -0.086, -0.547], [-0.108, 0.403, -0.507], [0.454, 0.096, 1.006], [-0.863, -0.246, -0.870], [-0.111, 0.087, -0.086], [0.011, 0.404, 0.123], [-0.045, -0.610, -0.123], [0.262, -0.862, 0.389], [0.696, 0.540, 0.407], [-0.236, 0.325, 0.872], [0.221, -0.179, -0.474], [0.234, -0.172, 0.028], [0.114, 3.229, -0.058], [-1.342, -0.217, 1.953], [1.977, -1.873, -0.761], [-1.850, -1.306, -1.247], [0.534, 0.200, -0.055], [-0.776, 0.911, 0.064], [0.268, -1.041, -0.169], [1.085, 0.142, 0.281], [-2.129, 1.145, 1.911], [-0.248, 2.442, 2.819], [0.061, -2.910, -5.333], [1.409, 0.046, 0.799], [0.418, -0.082, -0.146], [0.541, -0.449, -0.106], [0.358, 0.140, 0.225], [-0.421, -0.351, -0.202], [0.613, 2.975, 0.774], [-2.918, 1.420, -1.406], [4.711, -3.838, 2.028], [-2.269, -1.591, -1.480], [-0.543, 1.050, -0.441], [0.406, 0.109, 0.496], [-0.012, 0.195, 0.227], [-0.117, -0.342, -0.292], [0.462, 0.866, 0.556], [-0.323, -1.166, 0.148], [-0.002, 0.009, 0.228], [0.515, -0.020, -0.521], [-0.670, 0.303, -0.414], [0.033, 0.007, 0.035], [-1.223, 1.372, -0.508], [0.345, -0.755, 0.059], [-0.083, 0.039, 0.110], [0.218, -0.264, -0.196], [0.147, -0.275, 0.040], [0.713, -0.126, 0.501], [1.071, -0.587, -1.502], [-0.981, 0.434, 1.189], [0.240, 0.165, -0.183], [-0.965, -0.536, 0.647], [0.301, 0.211, -0.035], [0.317, 0.272, -0.094]],
  "lowdin_charge": [-0.100, -0.206, -0.241, -0.186, -0.079, -0.171, -0.260, -0.183, -0.077, 0.085, 0.081, 0.084, 0.124, 0.129, 0.120, 0.116, 0.083, 0.120, 0.110, 0.106, 0.113, 0.072, 0.082, 0.077, -0.108, -0.182, -0.217, -0.241, -0.103, -0.139, -0.180, -0.201, -0.111, 0.074, 0.078, 0.085, 0.113, 0.106, 0.120, 0.123, 0.108, 0.083, 0.124, 0.108, 0.107, 0.084, 0.087, 0.080, -0.069, -0.219, -0.227, -0.172, -0.063, -0.174, -0.273, -0.191, -0.101, 0.081, 0.075, 0.080, 0.109, 0.113, 0.117, 0.105, 0.102, 0.101, 0.106, 0.126, 0.117, 0.083, 0.087, 0.088, -0.067, -0.241, -0.226, -0.155, -0.073, -0.157, -0.235, -0.187, -0.118, 0.087, 0.083, 0.078, 0.114, 0.108, 0.106, 0.100, 0.080, 0.101, 0.107, 0.119, 0.118, 0.086, 0.091, 0.081, -0.085, -0.209, -0.213, -0.194, -0.066, -0.189, -0.270, -0.203, -0.081, 0.082, 0.081, 0.082, 0.112, 0.112, 0.110, 0.107, 0.103, 0.117, 0.120, 0.117, 0.121, 0.084, 0.081, 0.084, 0.162, -0.806, 0.167, 0.026, 0.119, 0.106, 0.111, 0.120, 0.142, -0.795, 0.163, 0.045, 0.095, 0.106, 0.118, 0.124, 0.161, -0.843, 0.182, 0.032, 0.104, 0.120, 0.127, 0.117, -0.136, -0.135, 0.076, 0.063, 0.070, 0.061, -0.198, -0.111, 0.076, 0.076, 0.079, 0.073, -0.173, -0.126, 0.073, 0.078, 0.072, 0.075]
}